Here is an isolated ion of composition C3H9N2OS and charge -1 from OMol25. Energies are from ωB97M-V/def2-TZVPD.

Values from the calculation:
* HOMO (alpha / beta): -2.250 / -2.250 eV
* HOMO-LUMO gap (alpha / beta): 6.19 / 6.19 eV
* total charge: -1

Last columns: bonded neighbours and bond lengths (Å).
CARTESIAN COORDINATES (ANGSTROEM)
1 S 1.23016 -0.52655 -1.73671  N3 1.992, C5 1.819
2 O 1.13643 1.80462 -0.38009  N3 1.260
3 N 0.89038 0.59494 -0.12569  S1 1.992, O2 1.260, N4 1.533
4 N -0.60410 0.38564 0.14452  N3 1.533, C6 1.423, C7 1.438
5 C 2.10385 -1.68547 -0.64005  S1 1.819, H9 1.061, H13 1.065, H14 1.121
6 C -1.11216 -0.02677 1.40780  N4 1.423, H8 1.155, H10 1.139, H15 1.149
7 C -1.57155 1.18032 -0.56230  N4 1.438, H11 1.053, H12 1.098, H16 1.124
8 H -1.16593 0.75163 2.25931  C6 1.155
9 H 2.67179 -2.43040 -1.13812  C5 1.061
10 H -2.21101 -0.32366 1.37672  C6 1.139
11 H -2.44010 0.60368 -0.70789  C7 1.053
12 H -1.07149 1.37946 -1.51916  C7 1.098
13 H 1.42266 -2.18074 0.01146  C5 1.065
14 H 2.66156 -0.88251 -0.09176  C5 1.121
15 H -0.37698 -0.83315 1.76884  C6 1.149
16 H -1.56351 2.18895 -0.06686  C7 1.124



Here is an isolated ion of composition C3H9N2OS and charge +1 from OMol25. Energies are from ωB97M-V/def2-TZVPD.

Values from the calculation:
* HOMO: -15.047 eV
* HOMO-LUMO gap: 10.39 eV
* total charge: +1

Last columns: bonded neighbours and bond lengths (Å).
CARTESIAN COORDINATES (ANGSTROEM)
1 S 1.17063 -0.07493 -0.23263  O2 1.421, N3 1.493, N4 2.075, C5 1.848
2 O 1.48895 -1.44109 -0.45829  S1 1.421
3 N 1.47410 1.09954 -1.10238  S1 1.493, H8 0.966
4 N -0.89175 0.00720 -0.44466  S1 2.075, C6 1.499, C7 1.244
5 C 1.37745 0.38782 1.54456  S1 1.848, H9 1.082, H10 1.008, H14 1.040
6 C -1.51905 -1.24346 0.09441  N4 1.499, H11 1.163, H12 1.029, H13 1.025
7 C -1.46577 0.93229 -1.04661  N4 1.244, H15 1.083, H16 1.130
8 H 2.27232 1.08565 -1.64609  N3 0.966
9 H 0.65242 1.16452 1.74713  C5 1.082
10 H 2.34662 0.62517 1.68827  C5 1.008
11 H -2.53879 -1.52066 -0.39221  C6 1.163
12 H -1.44129 -0.95814 1.07972  C6 1.029
13 H -0.95575 -2.03912 -0.22323  C6 1.025
14 H 1.36798 -0.48255 2.11449  C5 1.040
15 H -0.85513 1.79920 -1.26687  C7 1.083
16 H -2.48293 0.65856 -1.45559  C7 1.130



Here is a 2-piece molecular cluster, C3H9N2OSi overall from OMol25. Energies are from ωB97M-V/def2-TZVPD.

Values from the calculation:
* HOMO: -13.239 eV
* HOMO-LUMO gap: 8.97 eV
* total charge: +1

Last columns: bonded neighbours and bond lengths (Å).
CARTESIAN COORDINATES (ANGSTROEM)
1 Si 3.40214 0.41612 0.14632  O2 1.545, H10 1.433, H15 1.456
2 O 2.03944 0.10392 -0.51189  Si1 1.545
3 N -0.72721 -1.96531 -0.23006  C6 1.397, H8 1.008, H16 1.011
4 N -1.97994 0.50608 0.96556  C5 1.418, C7 1.323, H12 1.022
5 C -1.75092 1.66320 0.17895  N4 1.418, C7 1.479, H9 1.133, H11 1.084
6 C -0.56616 -0.70327 -0.80819  N3 1.397, C7 1.407, H13 1.100, H14 1.182
7 C -1.33079 0.28761 -0.16579  N4 1.323, C5 1.479, C6 1.407
8 H -0.88902 -1.98790 0.76420  N3 1.008
9 H -2.76317 2.06629 -0.13279  C5 1.133
10 H 4.40427 1.22376 -0.48284  Si1 1.433
11 H -1.07286 2.41814 0.55966  C5 1.084
12 H -2.41997 0.00086 1.73677  N4 1.022
13 H 0.43944 -0.26120 -0.86230  C6 1.100
14 H -0.93721 -0.84011 -1.92235  C6 1.182
15 H 4.16113 -0.27537 1.17804  Si1 1.456
16 H -0.00918 -2.65283 -0.41328  N3 1.011



Asked for energy above the lowest of the compared OMol25 structures with the same formula, charge and spin across the records above, the calculation gives 6.492 4.874 2.580 eV in order.
Asked for F_max across the records above, the calculation gives 4.16 4.35 4.04 eV/A in order.